DFT (wB97M-V/def2-TZVPD) results for a 2-piece molecular cluster, C14H15N3O4 overall.

```
36
Properties=species:S:1:pos:R:3:forces:R:3:nbo_charge:R:1
O -1.783 0.739 3.285 -0.39 -0.36 -0.65 -0.38
N -2.477 0.206 2.424 0.52 -0.26 0.05 0.52
O -2.063 -0.612 1.609 -0.61 0.42 0.97 -0.37
C -3.893 0.575 2.361 -0.85 0.26 -0.06 0.02
C -4.396 1.530 3.246 0.04 0.04 0.04 -0.18
C -5.737 1.895 3.167 0.08 -0.20 -0.19 -0.21
C -6.566 1.306 2.215 0.05 -0.02 0.00 -0.17
C -6.061 0.346 1.341 0.15 0.15 0.22 -0.21
C -4.720 -0.023 1.410 0.03 -0.06 -0.07 -0.18
H -3.762 1.997 3.993 0.05 -0.19 -0.21 0.25
H -6.137 2.641 3.847 0.11 -0.11 -0.08 0.22
H -7.610 1.598 2.153 0.15 -0.05 0.01 0.22
H -6.712 -0.111 0.603 0.14 0.04 0.09 0.22
H -4.339 -0.770 0.721 0.13 0.17 0.20 0.25
C -0.243 0.209 -0.193 3.10 1.35 -6.48 -0.30
C 0.095 0.332 -1.473 -0.95 -1.59 5.78 -0.05
C 0.742 0.135 -2.960 0.24 1.18 1.70 -0.45
C 2.377 0.243 -2.785 -0.39 -1.27 0.70 -0.44
C 3.149 -1.065 -3.414 -1.37 1.99 -1.24 -0.08
O 3.831 -1.785 -2.347 1.36 1.76 1.19 -0.53
C 5.025 -1.119 -1.916 3.74 0.52 -5.41 0.89
O 5.934 -0.902 -2.802 -4.51 -0.82 4.54 -0.52
N 5.342 -0.701 -0.522 -1.13 -4.29 1.21 -0.34
N 4.615 0.421 -0.115 -1.66 0.63 0.88 -0.62
C 5.086 -1.799 0.453 -1.87 -3.88 4.56 0.09
C 4.706 -2.638 1.407 2.40 5.17 -4.14 -0.30
H -0.213 0.284 0.963 -0.29 -0.19 -2.87 0.28
H 0.434 -0.882 -3.395 0.30 1.73 0.68 0.24
H 0.445 1.038 -3.606 0.00 -1.71 0.88 0.24
H 2.788 1.229 -3.214 -0.71 -1.62 0.75 0.22
H 2.556 0.173 -1.643 -0.11 0.46 -2.07 0.24
H 2.345 -1.720 -3.944 1.74 0.62 1.40 0.20
H 3.834 -0.666 -4.245 -0.54 -1.03 1.48 0.21
H 5.144 0.956 0.592 -0.11 -0.63 -0.67 0.38
H 3.748 0.060 0.351 0.85 0.85 -0.49 0.36
H 4.585 -3.127 2.453 0.32 0.93 -2.71 0.28
```
Forces are in eV/Å.

Values from the calculation:
2S+1	1
structure (SMILES)	O=[N+]([O-])c1ccccc1.C#CCCCOC(=O)N(N)C#C
ΔE to the lowest compared entry with this formula, charge and spin	318.70	kcal per mole
orbital gap	8.6	eV

---

DFT (wB97M-V/def2-TZVPD) results for C14H15NV as an isolated structure.

```
31
Properties=species:S:1:pos:R:3:forces:R:3:mulliken_spin:R:1
C 0.269 -1.696 -2.375 0.17 -1.13 1.01 0.10
C -1.053 -1.643 -1.811 0.85 -0.83 0.82 -0.07
C -1.000 -2.110 -0.476 1.07 -0.18 -1.24 -0.02
C 0.372 -2.495 -0.168 -0.45 -1.12 -1.97 -0.02
C 1.134 -2.358 -1.409 -1.15 -1.00 -0.31 0.00
V 0.854 -0.536 -0.520 -2.44 2.73 1.31 1.16
C -1.102 1.686 -1.775 -1.43 0.06 0.06 -0.01
C -0.631 2.513 -2.696 2.96 -1.88 0.94 0.02
C 0.517 2.767 -3.304 0.26 1.51 -2.08 0.00
N 2.465 -0.500 -0.179 0.55 1.17 -0.36 -0.16
H -1.852 -2.282 0.165 0.13 0.41 -0.02 0.00
H -1.962 -1.403 -2.346 0.17 0.34 0.13 0.00
H 0.721 -2.902 0.764 0.05 -0.08 -0.01 0.01
H 2.182 -2.592 -1.536 -0.32 -0.07 -0.06 -0.01
H 0.539 -1.439 -3.392 0.00 0.02 0.19 0.00
H -1.720 0.832 -2.034 0.30 -0.11 -0.54 -0.01
H 2.339 0.403 -0.789 0.95 -0.37 0.29 0.03
H -1.124 1.779 -0.703 -0.09 1.01 0.39 -0.01
H 0.658 3.390 -4.215 -0.75 0.17 0.93 0.00
H 1.543 2.407 -3.082 -1.20 -0.69 0.46 0.00
C -0.483 0.861 4.027 0.02 -0.15 -0.38 0.01
C -0.962 -0.357 3.520 0.14 0.29 -0.29 -0.01
C -0.730 -0.690 2.170 -0.26 0.25 1.23 0.03
C -0.031 0.156 1.308 0.56 -0.36 -0.57 -0.07
C 0.447 1.366 1.824 -0.23 0.14 1.11 0.01
C 0.234 1.719 3.178 -0.16 -0.09 -0.39 0.00
H -0.670 1.133 5.072 0.16 -0.10 -0.45 0.00
H -1.509 -1.052 4.171 0.25 0.35 -0.31 0.00
H -1.105 -1.654 1.844 0.12 0.19 0.13 0.00
H 1.029 2.036 1.188 -0.06 -0.06 0.22 0.00
H 0.633 2.661 3.577 -0.18 -0.41 -0.24 0.00
```
Forces are in eV/Å.

Values from the calculation:
<S²>	0.77
2S+1	2
ΔE to the lowest compared entry with this formula, charge and spin	0.00	kcal per mole
orbital gap (spin up / spin down)	7.7 / 7.7	eV

---

DFT (wB97M-V/def2-TZVPD) results for a 2-piece molecular cluster, C14H16 overall.

```
30
Properties=species:S:1:pos:R:3:forces:R:3:mulliken_spin:R:1
C 2.398 -2.481 -2.911 0.10 -0.31 -1.22 -0.11
C 2.887 0.797 -0.148 -0.12 -0.18 -1.03 0.20
C 2.071 0.947 -1.338 0.33 1.03 1.96 0.26
C 3.299 -0.455 0.167 -1.90 -1.52 -2.08 -0.18
C 1.791 -0.145 -2.124 0.82 -0.35 -1.84 0.12
C 2.879 -1.622 -0.595 0.59 1.81 1.03 0.82
C 2.351 -1.422 -1.887 -0.10 1.51 0.26 0.04
H 3.177 1.646 0.452 0.09 0.22 -0.03 -0.01
H 1.898 1.982 -1.619 -0.57 -0.27 -0.31 -0.12
H 3.931 -0.688 0.943 1.30 -0.13 2.15 -0.12
H 1.310 0.117 -3.097 0.30 -0.62 0.54 0.04
H 3.156 -2.569 -0.197 0.34 -0.80 -0.13 -0.10
H 1.522 -3.132 -2.708 0.42 -0.35 -0.80 0.01
H 3.343 -3.056 -3.038 -0.50 -0.03 1.23 0.01
H 2.455 -2.050 -3.931 -1.18 0.00 0.32 0.02
C -2.008 -0.247 -0.362 -0.52 0.18 0.10 0.08
C -2.415 0.366 0.934 0.11 0.68 -1.00 -0.30
C -3.371 1.427 0.869 -0.05 -0.35 -0.20 0.27
C -1.741 0.043 2.084 -1.27 0.30 0.90 0.38
C -3.741 2.152 1.976 1.07 -0.84 0.78 -0.12
C -2.152 0.763 3.220 1.15 -0.10 0.57 -0.10
C -3.097 1.762 3.200 -0.69 1.08 -0.72 0.09
H -1.733 0.593 -0.998 0.45 -0.27 -0.33 0.02
H -2.928 -0.657 -0.781 0.30 -0.55 -0.37 -0.06
H -3.840 1.703 -0.095 0.54 -0.41 0.44 0.04
H -1.020 -0.787 2.140 -0.24 0.70 -0.17 0.00
H -4.408 3.008 1.832 0.16 -0.38 0.55 -0.04
H -1.561 0.632 4.133 -0.48 -0.14 -0.07 -0.03
H -3.270 2.332 4.110 -0.08 -0.12 -0.10 0.01
H -1.182 -0.960 -0.231 -0.37 0.19 -0.39 -0.12
```
Forces are in eV/Å.

Values from the calculation:
<S²>	0.76
2S+1	2
total charge	-1
ΔE to the lowest compared entry with this formula, charge and spin	26.50	kcal per mole
orbital gap (spin up / spin down)	2.4 / 7.0	eV

---

DFT (wB97M-V/def2-TZVPD) results for a 2-piece molecular cluster, C14H16 overall.

```
30
Properties=species:S:1:pos:R:3:forces:R:3:nbo_charge:R:1
C 2.150 -2.443 0.862 1.18 0.12 0.56 -0.64
C 0.834 -2.064 0.267 -0.07 -0.14 0.19 -0.03
C -0.308 -2.065 1.052 -0.52 -0.17 -0.03 -0.22
C -1.554 -1.668 0.561 1.11 0.09 0.51 -0.20
C -1.634 -1.242 -0.754 -0.70 -0.03 0.03 -0.22
C -0.542 -1.377 -1.591 0.76 -0.82 -0.24 -0.20
C 0.703 -1.741 -1.078 -0.05 0.38 0.24 -0.22
H 2.936 -1.732 0.614 0.00 0.24 -0.33 0.21
H 2.568 -3.407 0.560 -0.42 -0.09 -0.21 0.22
H 2.184 -2.443 1.958 -0.52 -0.07 -0.12 0.22
H -0.245 -2.375 2.085 0.11 -0.05 0.13 0.20
H -2.354 -1.677 1.295 -0.27 0.28 -0.48 0.21
H -2.529 -0.755 -1.122 -0.20 -0.44 -0.14 0.22
H -0.640 -1.427 -2.672 -0.15 0.96 0.05 0.22
H 1.603 -1.658 -1.685 -0.23 -0.40 -0.16 0.21
C 1.929 1.566 0.414 0.85 -0.68 0.46 -0.63
C 0.476 1.771 0.112 0.62 1.07 0.13 -0.01
C -0.497 1.531 1.070 -0.44 -0.63 -0.21 -0.22
C -1.851 1.618 0.763 0.35 0.66 0.57 -0.19
C -2.248 2.206 -0.427 0.01 -0.84 -0.33 -0.24
C -1.272 2.519 -1.360 0.42 -0.08 -0.20 -0.20
C 0.080 2.309 -1.109 -0.79 -0.04 -0.04 -0.22
H 2.643 2.286 -0.001 -0.50 0.02 -0.35 0.22
H 2.243 0.563 0.080 -0.07 0.30 -0.06 0.22
H 2.155 1.579 1.485 -0.36 -0.03 0.03 0.22
H -0.260 1.166 2.061 0.39 -0.10 -0.05 0.21
H -2.518 1.258 1.540 -0.33 0.26 -0.32 0.21
H -3.282 2.260 -0.730 -0.20 0.16 0.21 0.21
H -1.539 2.859 -2.349 -0.23 0.27 -0.03 0.21
H 0.768 2.585 -1.899 0.28 -0.20 0.21 0.21
```
Forces are in eV/Å.

Values from the calculation:
2S+1	1
structure (SMILES)	Cc1ccccc1.Cc1ccccc1
ΔE to the lowest compared entry with this formula, charge and spin	11.79	kcal per mole
orbital gap	9.7	eV

---

DFT (wB97M-V/def2-TZVPD) results for a 2-piece molecular cluster, C14H16 overall.

```
30
Properties=species:S:1:pos:R:3:forces:R:3:nbo_charge:R:1
C -1.951 -0.249 2.870 -0.41 -0.82 -0.05 -0.64
C -0.844 0.577 2.283 -0.30 0.51 0.41 -0.01
C -1.133 1.692 1.496 0.26 -0.63 0.03 -0.22
C -0.098 2.479 1.013 -0.25 0.42 -0.14 -0.20
C 1.199 2.256 1.430 0.41 -0.37 0.03 -0.23
C 1.501 1.163 2.237 -0.34 0.25 -0.01 -0.20
C 0.475 0.319 2.642 0.29 -0.08 -0.10 -0.23
H -2.030 -0.129 3.947 0.12 0.23 0.20 0.22
H -1.790 -1.329 2.730 0.09 0.25 -0.12 0.22
H -2.946 -0.031 2.467 0.28 0.15 -0.13 0.22
H -2.173 1.882 1.269 0.02 0.17 -0.23 0.21
H -0.288 3.287 0.313 -0.13 0.01 0.20 0.22
H 2.000 2.911 1.120 0.01 0.09 -0.14 0.21
H 2.524 1.011 2.555 -0.03 -0.17 0.02 0.21
H 0.693 -0.553 3.248 0.02 0.03 0.06 0.21
C 2.320 -0.124 -2.477 -0.07 -0.33 -1.00 -0.63
C 1.015 -0.830 -2.230 -0.34 0.89 0.90 -0.01
C 0.469 -0.794 -0.946 -0.17 -0.12 0.29 -0.22
C -0.798 -1.291 -0.703 -0.62 0.19 -0.37 -0.20
C -1.542 -1.865 -1.731 0.13 -0.45 0.32 -0.23
C -1.008 -1.934 -3.002 0.15 0.86 -0.71 -0.21
C 0.225 -1.334 -3.248 0.52 -0.55 -0.20 -0.22
H 2.602 0.557 -1.673 0.05 -0.29 0.02 0.22
H 2.243 0.455 -3.403 -0.04 0.13 0.14 0.21
H 3.094 -0.861 -2.704 0.25 0.11 0.39 0.22
H 0.985 -0.339 -0.108 0.20 0.09 -0.18 0.22
H -1.305 -1.088 0.233 0.32 -0.34 0.17 0.21
H -2.506 -2.296 -1.501 -0.18 0.13 -0.13 0.21
H -1.575 -2.249 -3.879 -0.01 -0.30 0.44 0.21
H 0.642 -1.296 -4.250 -0.23 -0.06 -0.11 0.20
```
Forces are in eV/Å.

Values from the calculation:
2S+1	1
structure (SMILES)	Cc1ccccc1.Cc1ccccc1
ΔE to the lowest compared entry with this formula, charge and spin	5.01	kcal per mole
orbital gap	9.8	eV

---

DFT (wB97M-V/def2-TZVPD) results for a 2-piece molecular cluster, C14H16 overall.

```
30
Properties=species:S:1:pos:R:3:forces:R:3:nbo_charge:R:1
C -2.779 -0.898 -0.430 -2.68 3.71 -1.56 -0.62
C -2.248 0.077 0.518 1.51 2.07 1.19 0.01
C -3.074 1.033 1.135 3.90 -0.87 1.29 -0.22
C -2.508 1.952 2.076 -0.03 0.47 -1.95 -0.22
C -1.129 2.130 2.041 1.77 -0.93 -0.56 -0.22
C -0.211 1.127 1.392 -1.92 2.79 2.78 -0.21
C -0.814 0.114 0.751 -1.39 -1.82 -0.26 -0.23
H -2.044 -1.458 -0.868 1.59 -1.65 -1.16 0.22
H -3.358 -0.235 -1.238 1.30 -1.67 1.22 0.21
H -3.541 -1.414 0.052 -1.28 -1.62 0.56 0.22
H -4.097 1.011 1.065 -2.38 -0.22 -0.49 0.20
H -3.260 2.628 2.540 1.13 -0.29 -0.03 0.22
H -0.601 3.004 2.454 -0.63 -0.52 0.31 0.21
H 0.856 1.146 1.685 -0.89 0.11 -0.59 0.22
H -0.240 -0.808 0.563 -0.24 0.59 -0.56 0.22
C 1.081 0.423 -2.658 0.15 3.10 -0.09 -0.66
C 1.645 -0.235 -1.476 0.68 -2.67 0.51 -0.02
C 1.596 -1.669 -1.413 -1.22 0.81 -0.15 -0.20
C 2.075 -2.350 -0.307 0.73 0.89 0.35 -0.23
C 2.657 -1.660 0.777 -0.20 -0.77 1.70 -0.21
C 2.728 -0.277 0.746 -0.48 -1.74 -3.62 -0.22
C 2.373 0.378 -0.471 -0.13 -0.70 1.30 -0.19
H 0.247 0.113 -3.215 -1.34 -1.65 0.01 0.23
H 1.781 0.591 -3.425 1.53 -0.23 -1.02 0.23
H 0.799 1.476 -2.500 0.06 -0.13 0.73 0.22
H 1.025 -2.176 -2.230 0.77 0.23 0.81 0.21
H 2.102 -3.406 -0.238 -0.32 -0.92 -0.25 0.21
H 3.006 -2.241 1.727 -0.68 1.09 -1.97 0.22
H 3.199 0.256 1.482 1.05 1.26 1.79 0.21
H 2.734 1.368 -0.532 -0.35 1.31 -0.28 0.21
```
Forces are in eV/Å.

Values from the calculation:
2S+1	1
structure (SMILES)	Cc1ccccc1.Cc1ccccc1
ΔE to the lowest compared entry with this formula, charge and spin	52.34	kcal per mole
orbital gap	9.3	eV

---

DFT (wB97M-V/def2-TZVPD) results for C14H16Cl2FN3O2RuSe3Te as an isolated structure.

```
43
Properties=species:S:1:pos:R:3:forces:R:3:mulliken_spin:R:1
Ru -0.059 1.903 -1.520 0.90 -0.30 0.28 1.86
Cl 4.019 2.408 4.573 0.00 0.00 0.00 0.00
C 2.777 2.245 3.345 0.02 0.00 0.02 -0.12
C 1.454 2.146 3.745 0.08 0.01 0.02 0.25
C 0.495 2.039 2.739 -0.06 0.01 0.14 -0.06
Cl -1.183 1.969 3.230 0.01 0.00 -0.01 0.00
C 0.787 2.017 1.385 0.09 0.03 0.07 0.18
O -0.209 2.001 0.522 -0.28 0.03 -0.37 0.08
C 2.169 2.056 1.000 0.14 0.03 -0.02 -0.11
C 2.631 1.963 -0.322 0.15 0.01 0.27 0.44
O 1.971 1.643 -1.393 -0.25 -0.03 -0.36 0.18
C 3.140 2.207 2.024 0.00 0.02 0.12 0.17
H 1.168 2.166 4.783 -0.01 0.00 0.08 0.03
H 3.696 2.141 -0.483 0.03 -0.01 0.04 0.02
H 4.183 2.269 1.750 0.08 0.01 -0.02 0.01
Se 0.309 1.789 -3.968 0.04 -0.02 -0.33 0.24
Se -1.242 2.921 -5.122 0.01 0.03 0.04 0.70
Te -3.395 0.127 -2.898 0.07 -0.06 0.03 0.66
Se -2.455 2.050 -1.752 -0.98 0.14 0.00 0.31
F 0.063 3.747 -1.614 -0.01 0.22 -0.01 0.14
C -2.175 -2.273 1.549 -0.01 0.01 -0.04 -0.01
C -2.604 -0.860 1.210 -0.16 0.02 -0.02 0.01
N -1.596 -0.237 0.391 0.26 -0.05 0.01 0.00
C -0.873 -0.878 -0.538 -0.15 0.05 0.09 -0.02
N -0.123 -0.175 -1.372 0.09 0.03 -0.03 0.01
C 0.682 -0.895 -2.356 0.10 0.07 -0.15 0.00
C 1.095 -2.262 -1.860 0.05 0.00 -0.02 0.01
C -0.162 -3.021 -1.512 0.01 -0.08 -0.09 0.00
N -0.925 -2.244 -0.559 0.00 0.07 0.05 0.02
C -1.890 -2.979 0.237 -0.08 -0.05 0.06 0.01
H -2.953 -2.803 2.097 -0.04 -0.01 0.00 0.00
H -1.271 -2.249 2.162 0.00 0.00 0.02 0.00
H -2.739 -0.238 2.093 0.03 -0.07 0.00 0.01
H -3.560 -0.886 0.667 0.04 0.02 0.07 -0.01
H -1.281 0.720 0.596 -0.17 -0.06 -0.06 0.00
H 1.560 -0.282 -2.581 -0.13 -0.14 0.06 0.01
H 0.093 -0.999 -3.278 0.11 0.01 0.07 -0.02
H 1.728 -2.169 -0.973 0.00 0.01 -0.02 0.00
H 1.660 -2.788 -2.631 0.00 0.00 -0.02 0.00
H 0.069 -3.980 -1.036 -0.01 0.05 -0.06 0.00
H -0.756 -3.228 -2.413 0.05 0.02 0.03 0.00
H -1.472 -3.974 0.409 -0.03 0.02 0.03 0.00
H -2.823 -3.107 -0.328 0.00 -0.02 0.02 0.00
```
Forces are in eV/Å.

Values from the calculation:
<S²>	8.81
2S+1	6
total charge	-1
orbital gap (spin up / spin down)	5.1 / 5.7	eV

---

DFT (wB97M-V/def2-TZVPD) results for C14H16Cl2N6O3S3Sc as an isolated structure.

```
45
Properties=species:S:1:pos:R:3:forces:R:3:nbo_charge:R:1
Sc -0.057 1.372 0.377 -0.94 0.66 -0.55 1.72
N -1.654 2.697 1.497 0.40 0.70 -0.14 -0.90
C -3.071 2.199 1.381 0.91 0.70 -0.12 -0.21
C -3.261 0.799 1.885 0.81 -0.88 1.38 -0.54
C -2.532 -0.279 1.157 1.15 1.06 -0.64 0.83
O -3.068 -1.294 0.831 -0.09 -1.02 -0.38 -0.60
O -1.250 0.029 0.899 -1.11 -1.23 0.30 -0.86
H -1.323 2.684 2.473 -0.39 0.14 -0.42 0.40
H -1.621 3.689 1.171 0.00 -1.00 0.52 0.41
H -3.268 2.236 0.300 -0.26 -0.06 0.31 0.20
H -3.755 2.886 1.894 0.13 -0.15 -0.13 0.22
H -4.286 0.539 1.774 -0.96 -0.11 0.32 0.25
H -2.923 0.549 2.946 -0.68 1.07 -0.88 0.25
S 4.041 0.965 1.508 -1.01 -0.45 0.07 0.51
C 3.973 -0.722 0.979 0.59 -1.24 -1.07 -0.24
C 4.529 -1.320 -0.179 -0.65 0.43 -0.19 -0.10
C 4.244 -2.610 -0.606 -0.48 -0.81 0.89 -0.13
C 4.714 -3.182 -1.865 -0.34 0.25 1.03 0.24
N 5.009 -3.792 -2.791 0.09 0.19 -0.20 -0.23
C 3.419 -3.417 0.242 0.12 0.81 -0.13 -0.11
C 2.923 -2.876 1.421 0.58 0.68 -0.76 -0.15
C 3.202 -1.555 1.765 -1.05 0.36 0.77 -0.19
S 2.367 -0.668 3.095 0.34 0.38 -0.98 0.49
C 2.955 -4.717 -0.135 0.75 0.27 -0.14 0.24
N 2.675 -5.775 -0.469 -0.39 -0.49 -0.11 -0.24
H 5.032 -0.735 -0.901 0.78 0.78 -0.36 0.23
H 2.238 -3.451 1.981 -0.56 -0.51 0.69 0.24
Cl -0.740 5.414 -0.604 -0.56 0.18 -0.03 0.03
C 0.975 5.251 -0.699 0.43 -1.55 -2.21 -0.39
Cl 1.552 3.724 0.039 0.00 0.13 0.11 0.03
H 1.479 6.041 -0.266 0.73 1.48 1.46 0.23
H 1.340 5.240 -1.748 -0.68 -0.23 0.56 0.24
O 1.402 1.184 1.464 1.32 -0.64 0.51 -0.76
N 2.479 0.902 2.317 0.60 -0.13 0.38 -0.40
C -2.577 -2.607 -2.040 -2.38 1.62 -0.03 -0.45
N -1.744 -1.422 -2.131 0.71 1.66 -0.21 -0.54
C -2.112 -0.119 -2.026 1.31 -0.73 -0.77 0.42
N -3.383 0.325 -1.955 -1.25 -2.55 0.10 -0.79
S -0.847 1.107 -2.127 -0.19 -0.21 -0.02 -0.36
H -2.075 -3.454 -2.466 0.36 -0.43 0.51 0.25
H -3.464 -2.445 -2.701 0.45 -0.17 0.27 0.20
H -2.989 -2.610 -1.009 0.62 -0.93 -0.54 0.26
H -0.748 -1.605 -2.357 -1.04 0.70 0.60 0.44
H -4.165 -0.388 -1.959 1.35 1.15 0.00 0.42
H -3.637 1.213 -2.362 0.45 0.11 0.25 0.44
```
Forces are in eV/Å.

Values from the calculation:
2S+1	1
total charge	+1
ΔE to the lowest compared entry with this formula, charge and spin	22.57	kcal per mole
orbital gap	8.8	eV